[1]
19
Properties=species:S:1:pos:R:3:mulliken_charge:R:1 method="wB97M-V/def2-TZVPD" relative_energy_ev=2.420 homo_energy_ev=-9.29 lumo_ev=0.9887 fmax_ev_per_a=1.4 smiles=CC[C@@]1(C)C[C@H]1O energy_ha=-310.9703 spin_multiplicity=1 molar_mass_da=100.2
C 1.8757 0.9762 -0.3821 -1.04
C 1.0197 -0.2413 0.4625 -1.28
C -0.4545 -0.5317 0.1650 1.30
C -0.7959 -1.6481 -0.8177 -1.46
C -1.5340 -0.1486 1.1632 -0.88
C -1.2309 0.7803 0.0438 -0.19
O -0.5109 1.9279 0.3034 -0.61
H 1.8119 2.1016 -0.4059 0.37
H 1.8511 0.7227 -1.4441 0.28
H 2.8657 0.8280 0.0333 0.38
H 1.1681 -0.0719 1.5362 0.37
H 1.6265 -1.1004 0.1621 0.43
H -0.0758 -1.6709 -1.6426 0.37
H -0.8308 -2.6566 -0.3779 0.29
H -1.7864 -1.4712 -1.2557 0.37
H -1.2454 0.1565 2.1648 0.27
H -2.4735 -0.6940 1.1042 0.29
H -1.9044 0.8450 -0.8072 0.34
H 0.4230 1.6638 0.1522 0.41



[2]
15
Properties=species:S:1:pos:R:3:mulliken_charge:R:1 method="wB97M-V/def2-TZVPD" relative_energy_ev=5.906 homo_energy_ev=-8.62 lumo_ev=0.6287 fmax_ev_per_a=8.9 energy_ha=-446.3127 spin_multiplicity=1 molar_mass_da=126.1
C -0.8669 0.6169 -0.2949 0.60
C -2.1779 -1.0897 -0.0780 -0.06
C 2.1998 -0.2270 0.1171 0.08
H 0.5313 2.1458 0.2123 0.24
H -1.0911 2.4967 -0.4172 0.30
H -2.8298 -1.8355 -0.1645 0.49
H 0.5409 -0.2065 1.8693 0.31
H 3.0257 0.1909 0.7309 0.34
H 1.2709 -1.1237 -1.4881 0.37
N -0.3610 1.7560 -0.1200 -0.34
N -2.2047 0.2427 -0.3615 -0.76
N -0.9354 -1.6288 0.2424 -0.86
N -0.1340 -0.4401 -0.0121 0.41
N 0.8976 -0.1092 0.7792 -0.43
N 2.1349 -0.7886 -1.0148 -0.67



[3]
8
Properties=species:S:1:pos:R:3:mulliken_charge:R:1 method="wB97M-V/def2-TZVPD" relative_energy_ev=2.352 homo_energy_ev=-15.73 lumo_ev=-7.2900 fmax_ev_per_a=5.2 energy_ha=-613.5927 spin_multiplicity=1 total_charge=+1 molar_mass_da=79.5
C -0.7318 1.1278 -0.0230 0.15
C 0.1922 -1.0541 0.0628 -0.21
O -0.7099 -0.0943 -0.1788 -0.02
Cl 2.2149 0.0447 0.1556 -0.19
H -1.6321 1.5313 -0.3625 0.33
H 0.2248 1.8745 0.2216 0.27
H 0.5516 -1.6466 -0.7771 0.33
H -0.1097 -1.7835 0.9014 0.34



[4]
82
Properties=species:S:1:pos:R:3:mulliken_charge:R:1 method="wB97M-V/def2-TZVPD" homo_energy_ev=-8.94 lumo_ev=0.6000 fmax_ev_per_a=2.7 smiles=COC[C@H](C)N.COC[C@H](C)N.CC(C)O.CC(C)O.CC(C)O.CC(C)O energy_ha=-1355.2737 spin_multiplicity=1 molar_mass_da=418.7
C 3.9613 0.2160 -2.5602 -0.80
C 5.2949 0.3495 -1.8719 0.51
C 5.4112 1.4773 -0.8804 -1.23
O 5.5418 -0.8969 -1.2008 -0.57
H 3.9299 -0.7828 -2.9883 0.31
H 3.8170 1.0174 -3.3042 0.42
H 3.1855 0.2348 -1.8046 -0.14
H 6.0475 0.4378 -2.6615 0.28
H 6.4489 1.6757 -0.6226 0.41
H 5.0354 1.1128 0.1061 0.21
H 4.9155 2.4043 -1.1718 0.32
H 6.4053 -0.9556 -0.7725 0.29
C -3.5953 -3.3130 2.3346 -1.29
C -2.9922 -4.6569 2.2429 0.65
C -3.7877 -5.5441 1.2929 -1.26
O -1.6316 -4.7040 1.8744 -0.48
H -2.9444 -2.5850 2.8632 0.32
H -4.5950 -3.3127 2.8065 0.42
H -3.6758 -2.8205 1.3278 0.21
H -2.9497 -5.0803 3.2607 0.23
H -4.8200 -5.6886 1.6325 0.39
H -3.3387 -6.5375 1.3331 0.34
H -3.8218 -5.2297 0.2348 0.25
H -1.4148 -3.9227 1.2857 0.30
C -1.3092 0.4210 1.3495 -1.06
C -0.3428 1.1935 0.5248 1.19
C 0.6129 2.0608 1.2772 -1.11
O 0.4300 0.3032 -0.3774 -0.03
H -0.7301 -0.2800 1.9275 0.29
H -2.0261 -0.1314 0.7034 0.22
H -1.9695 0.9789 2.0100 0.42
H -0.8292 1.8429 -0.2050 -0.25
H 1.2600 1.5671 2.0382 0.09
H 0.0190 2.7247 1.9006 -0.04
H 1.2287 2.6719 0.6465 0.46
H 1.0634 -0.2969 0.0641 -0.13
C -1.9941 4.3479 3.3791 -1.05
C -1.5931 5.7744 3.5805 0.59
C -0.1249 5.9563 3.6578 -1.26
O -2.0779 6.5326 2.4451 -0.56
H -1.7928 3.8103 4.2964 0.42
H -1.5734 3.8729 2.5171 -0.02
H -3.1063 4.2418 3.2481 0.37
H -2.0204 6.1535 4.5499 0.16
H 0.1107 7.0184 3.7269 0.41
H 0.2880 5.5094 2.7707 0.29
H 0.2969 5.4813 4.5807 0.30
H -1.8712 7.4577 2.5855 0.33
C -1.9551 0.7799 -5.0760 -1.50
C -1.2707 0.5888 -3.7223 0.52
C -2.1513 -0.0996 -2.6596 -0.14
O -3.4713 0.4121 -2.5764 -0.43
C -3.4782 1.8474 -2.4017 -0.63
N 0.0265 -0.0733 -3.8734 -0.65
H -1.3685 1.4043 -5.7835 0.34
H -2.9778 1.2032 -5.0494 0.32
H -2.0473 -0.2182 -5.4878 0.37
H -0.9618 1.5999 -3.3190 0.29
H -1.6609 -0.1036 -1.6767 -0.09
H -2.2585 -1.1641 -3.0013 0.35
H -4.4520 2.2461 -2.1940 0.35
H -3.0826 2.3999 -3.2251 0.29
H -2.7920 2.1638 -1.6435 0.10
H 0.5782 -0.0348 -3.0095 0.16
H -0.1158 -1.0623 -4.0409 0.29
C 1.7604 -2.9226 -1.7322 -0.81
C 1.1549 -3.4160 -0.3397 0.04
C 2.0364 -3.1676 0.8787 -1.04
O 2.3396 -1.8294 0.8985 -0.05
C 3.1932 -1.2995 1.9114 -0.86
N -0.1997 -2.8262 -0.0684 -0.39
H 2.8253 -3.1764 -1.8125 0.38
H 1.7670 -1.8156 -1.8737 -0.26
H 1.3007 -3.4315 -2.5653 0.46
H 0.9936 -4.4678 -0.4461 0.57
H 2.9675 -3.7627 0.6570 0.32
H 1.4820 -3.5000 1.7737 0.49
H 3.3372 -2.0158 2.7385 0.38
H 2.7820 -0.4022 2.3337 0.21
H 4.1690 -1.0898 1.4935 0.19
H -0.7637 -3.0864 -0.8703 0.30
H -0.0826 -1.7874 -0.1903 -0.04



[5]
40
Properties=species:S:1:pos:R:3:mulliken_charge:R:1 method="wB97M-V/def2-TZVPD" relative_energy_ev=2.776 homo_energy_ev=-8.39 lumo_ev=0.3208 fmax_ev_per_a=2.3 smiles="CCOC[C@]1(C(=O)c2cc(F)c3[nH]ccc3c2)CCNC1" energy_ha=-980.9215 spin_multiplicity=1 molar_mass_da=290.3
O -0.7585 -2.6148 1.3188 -0.66
F 0.3407 -4.3031 -3.3085 -0.33
O 0.9315 1.6904 1.8480 -0.24
C -0.6163 -1.5596 0.6955 -0.46
C 0.0810 0.1230 -4.1824 -0.90
C 0.4578 -0.6164 -5.2772 -0.39
C -0.0844 -2.9451 -1.3434 -1.31
C -0.3812 -0.5280 -1.6816 0.12
C 0.1240 -3.1040 -2.7077 0.13
C -0.3770 -1.6506 -0.8046 0.58
C -0.0621 -0.7221 -3.0334 0.61
C 0.1676 -1.9939 -3.5077 -0.28
N 0.5350 -1.9414 -4.8511 -0.07
N -2.2739 -0.1763 3.0883 -0.50
C 2.1371 3.6438 2.2386 -1.23
C 2.2373 2.1691 2.0990 -0.29
C 0.8741 0.3396 1.3495 -1.59
C -2.5106 0.9882 2.2086 -0.82
C -0.8570 -0.4403 2.9454 -1.37
C -1.6666 0.6979 1.0012 -1.07
C -0.5545 -0.2340 1.4704 2.82
H -0.1006 1.1939 -4.2440 0.43
H 0.7137 -0.2293 -6.2915 0.38
H -0.0796 -3.8325 -0.7233 0.50
H -0.6675 0.4638 -1.3595 0.53
H 0.7975 -2.7582 -5.4198 0.22
H -2.8135 -0.9755 2.7907 0.35
H 1.9578 4.0778 1.2567 0.30
H 3.0875 4.0457 2.6074 0.39
H 1.3643 3.9287 2.9731 0.29
H 2.5813 1.6895 3.0135 0.32
H 2.9099 1.8719 1.2896 0.32
H 1.2363 0.3357 0.3114 0.55
H 1.5264 -0.3269 1.9076 0.47
H -3.5870 1.0515 1.9695 0.39
H -2.1978 1.8993 2.6853 0.29
H -0.3103 0.2930 3.5665 0.33
H -0.5569 -1.3819 3.3244 0.48
H -1.2984 1.6380 0.5366 0.31
H -2.3071 0.1928 0.2402 0.38



[6]
48
Properties=species:S:1:pos:R:3:mulliken_charge:R:1 method="wB97M-V/def2-TZVPD" relative_energy_ev=10.450 homo_energy_ev=-10.69 lumo_ev=-0.4501 fmax_ev_per_a=12.8 energy_ha=-1222.8147 spin_multiplicity=1 molar_mass_da=288.2
O -0.4047 3.0300 -0.5101 -0.41
H -0.3199 3.4857 0.3190 0.22
H 0.0505 3.6877 -1.0271 0.23
O -0.4128 0.9392 -3.8592 -0.61
H -0.4996 1.6322 -3.1583 0.29
H -0.7032 1.4348 -4.6389 0.30
O -2.2844 1.5926 -1.4963 -0.51
H -1.9389 1.8204 -0.6076 0.21
H -2.8706 2.2711 -1.8715 0.26
O 0.6756 -3.9633 2.4738 -0.60
H 0.1732 -3.1127 2.7008 0.35
H 1.3219 -3.3565 2.0459 0.22
O 0.7580 4.4066 1.8785 -0.55
H 1.1016 3.6569 2.0482 0.25
H 0.8826 5.0895 2.4860 0.29
O 1.7866 -0.1706 5.2666 -0.60
H 2.3674 -0.1643 4.5232 0.31
H 1.9403 -0.9844 5.6134 0.29
O -4.4331 0.6765 -4.0170 -0.64
H -4.6385 1.7471 -4.0731 0.32
H -3.5896 0.6506 -3.5906 0.34
O 4.8065 2.2844 -3.1079 -0.66
H 5.4400 1.8284 -2.3982 0.34
H 4.3203 2.9481 -2.5648 0.32
O -4.3064 -0.3991 -0.2564 -0.53
H -4.2518 -1.3682 -0.5092 0.28
H -4.9301 -0.3876 0.4985 0.28
O 0.6184 -1.9525 0.0705 -0.50
H -0.0853 -1.5605 -0.3091 0.28
H 1.0354 -1.0603 0.6317 0.38
O 3.2459 -1.8747 2.0672 -0.58
H 3.2664 -2.7599 1.5732 0.33
H 2.6809 -1.4602 1.4540 0.27
O -2.6006 1.8179 2.7514 -0.66
H -1.9389 1.9596 2.0590 0.32
H -1.9352 1.4186 3.4973 0.35
O -2.2813 -2.5167 -0.2745 -0.51
H -2.8603 -2.6921 -0.8183 0.24
H -1.5859 -3.1374 -0.2878 0.36
O 0.3214 0.6217 0.5381 -0.71
H 0.9942 0.9065 -0.0535 0.34
H -0.4191 0.3954 0.0620 0.19
O -0.2920 -4.1945 -0.5221 -0.65
H 0.2476 -4.8268 -0.1794 0.27
H 0.2036 -3.5734 -1.0117 0.30
O 4.5736 -0.6138 -0.9800 -0.64
H 3.9009 -0.3798 -1.6827 0.34
H 4.4733 -1.5778 -0.9121 0.31



[7]
14
Properties=species:S:1:pos:R:3:mulliken_charge:R:1 method="wB97M-V/def2-TZVPD" relative_energy_ev=2.633 homo_energy_ev=-8.11 lumo_ev=0.8678 fmax_ev_per_a=1.7 smiles="C=CN(C)C=C=O" energy_ha=-324.6277 spin_multiplicity=1 molar_mass_da=97.1
C 1.5810 -0.7343 -0.1245 -0.98
N 0.2091 -0.2825 -0.0845 0.07
C -0.4679 0.2085 -1.2465 -1.19
C -0.4849 -0.2608 1.1416 -0.10
C -1.7516 0.1177 1.2241 -0.77
C 0.0247 1.4082 -1.4310 1.08
O 0.4835 2.4742 -1.5446 -0.41
H -1.0686 -0.3902 -1.9106 0.38
H 0.0965 -0.6518 1.9617 0.35
H 2.2249 -0.1042 0.5028 0.33
H 1.6482 -1.7652 0.2437 0.36
H 1.9395 -0.7075 -1.1530 0.33
H -2.1718 0.5233 0.2561 0.28
H -2.2627 0.1647 2.1648 0.28